Formula: C18H28HgN4O5Ta
Source: OMol25
Level of theory: ωB97M-V with the def2-TZVPD basis set

Each line ends with the Löwdin charge.
Positions of all 57 atoms, in Å:
Hg 2.767 0.998 1.964  1.2298
H -1.470 3.578 -1.210  0.1287
C 1.510 -0.467 -3.302  -0.0227
C -0.119 -3.394 3.231  -0.0324
Ta 0.045 -0.269 0.085  1.5958
N -0.348 -1.672 1.465  -0.1361
C -1.708 -1.403 1.947  -0.0741
H -0.698 4.010 3.028  0.1259
C 0.258 -2.972 1.811  -0.6255
H 0.242 -4.983 0.977  0.1186
H -0.369 -2.130 -4.317  0.0934
H -2.497 -1.826 1.300  0.1198
H 2.630 -1.834 -1.211  0.0458
H -1.328 -4.141 0.888  0.0986
H -2.043 -0.860 -1.282  0.0751
H 0.507 -4.246 3.523  0.1099
H 1.177 -2.989 -4.353  0.1094
N -0.001 -1.322 -1.622  -0.1873
H 2.177 -2.166 2.452  0.0669
C 2.121 -2.464 -1.944  -0.0477
C -0.706 2.177 0.938  -0.5396
H 2.208 -3.851 1.905  0.1122
O -2.205 8.367 1.745  0.0900
H -2.090 5.956 -1.349  0.1317
H -1.156 -3.724 3.311  0.0937
C -0.242 -4.011 0.807  -0.0085
H 2.244 -0.724 -4.077  0.1119
C -1.792 5.531 -0.399  0.0483
H -0.030 -3.676 -0.217  0.0603
O 4.795 2.060 -0.131  0.0072
H -0.097 -3.532 -3.242  0.0974
C 1.770 -2.864 1.717  -0.0597
H -1.343 6.415 2.866  0.1295
H -1.758 -2.436 -2.067  0.1128
H 1.765 -3.374 -1.451  0.0801
H -1.855 -1.805 2.957  0.1023
C -1.042 3.631 0.912  -0.1315
C -1.000 4.433 2.071  0.0179
H 2.115 -2.514 0.744  0.0313
H 2.859 -2.773 -2.694  0.1093
O -0.290 1.528 1.932  -0.1059
C -1.362 5.776 1.992  0.0443
N -2.203 7.685 0.691  -0.3007
O -2.584 8.154 -0.407  0.0932
C -1.765 6.330 0.759  -0.1150
H -1.579 -0.920 -3.001  0.1152
H 1.984 0.189 -2.565  0.0525
H 0.077 -2.581 3.941  0.1039
H 0.691 0.083 -3.778  0.0964
H -1.855 -0.319 2.024  0.0783
C -1.405 -1.390 -2.016  -0.1085
C 0.979 -1.729 -2.628  -0.6493
C -1.432 4.195 -0.307  0.0078
C 0.371 -2.647 -3.692  -0.0338
N 1.837 0.003 0.203  -0.4385
O -0.856 1.545 -0.214  -0.1841
C 4.099 1.365 -0.712  -0.0444

Kohn-Sham gap (spin up / spin down) = 0.167 / 0.166 Eh
ΔE to the lowest compared entry with this formula, charge and spin = 241.0 kJ/mol
energy = -41023.9699 eV
spin multiplicity = 2
total charge = +2

***

Formula: C18H28N2O2
Source: OMol25
Level of theory: ωB97M-V with the def2-TZVPD basis set

Each line ends with the Löwdin charge.
Positions of all 50 atoms, in Å:
C -0.747 -1.165 0.600  -0.2133
C -0.984 -2.189 1.239  0.0084
H -6.890 1.011 1.500  0.0190
N 3.065 0.312 -0.978  0.0226
H 6.010 2.294 2.623  0.1266
H 2.120 -3.318 -0.195  0.1252
H 5.816 3.475 -0.475  0.1509
C 4.277 0.622 -1.466  -0.3134
C -7.279 0.967 0.598  -0.0187
H 2.444 0.719 -0.208  0.1657
H -7.353 0.230 -2.008  0.0953
C -6.919 1.249 -1.864  -0.1555
H 4.851 3.940 1.176  0.1425
C -6.229 1.132 -0.667  -0.5145
H -8.016 1.643 0.417  0.0450
C 5.409 0.858 -0.586  -0.2471
H 6.251 1.080 -1.192  0.1218
C 6.288 1.597 1.664  -0.0790
H 0.045 -4.122 1.495  0.1342
C 5.112 1.527 0.650  -0.4445
H 6.530 0.448 2.130  0.1441
H -3.184 -1.570 0.622  0.2348
O -1.688 1.177 0.894  0.0437
C 1.277 -2.751 0.323  -0.0373
H -1.738 -2.469 1.714  0.0418
C 0.330 -0.671 -0.051  0.0100
H -4.471 0.732 -1.284  0.1363
C 0.131 -3.181 0.817  -0.0286
H 4.135 1.262 1.218  0.1622
C 2.752 -1.127 -1.055  -0.2946
H -4.879 0.133 1.566  0.1163
O 3.309 -2.154 -1.687  -0.0107
H -7.539 0.046 0.329  0.0291
H -5.586 -0.604 -0.729  0.1150
H -5.990 2.371 -0.239  0.2024
C -1.873 0.004 0.571  -0.3796
H 4.040 3.249 -0.092  -0.0540
C 1.523 -1.401 -0.368  -0.0866
H -7.728 2.085 -2.060  0.1220
H 5.640 -0.222 -0.157  0.1661
N -3.097 -0.392 0.793  0.0029
H 7.084 1.969 1.413  -0.0577
H -6.138 1.630 -2.779  0.1505
C -5.054 0.265 -0.487  -0.1876
H 0.555 0.318 -0.551  0.1397
H 4.466 -0.176 -2.308  0.1628
C -4.269 0.180 0.711  -0.2943
H -3.800 1.230 1.045  0.1910
H 3.931 1.702 -2.049  0.1849
C 4.895 3.044 0.262  -0.0957

Kohn-Sham gap = 0.330 Eh
ΔE to the lowest compared entry with this formula, charge and spin = 1613.3 kJ/mol
energy = -26181.4453 eV
SMILES string = CC(C)CCNC(=O)c1cccc(C(=O)NCCC(C)C)c1

***

Formula: C18H28N3OPtS
Source: OMol25
Level of theory: ωB97M-V with the def2-TZVPD basis set

Each line ends with the Löwdin charge.
Positions of all 52 atoms, in Å:
H -1.670 4.003 -5.721  0.1123
H 2.245 0.350 -3.269  0.0797
H -2.454 1.944 3.457  0.1223
C 2.393 -2.288 3.461  -0.0672
H 0.784 -3.697 3.566  0.1182
C -0.892 2.672 2.170  -0.2183
N -0.836 -3.401 0.457  -0.2406
C -1.195 3.452 -4.921  -0.0625
H -0.641 -2.888 -1.544  0.1007
H -1.480 0.534 -3.215  0.1074
H -2.896 1.128 1.211  0.0880
H -0.710 -1.468 -0.442  -0.0074
S 0.823 1.151 -1.577  0.7280
H -2.641 -0.149 2.189  0.0779
H 0.147 -4.880 -0.635  0.0910
N -2.192 0.654 1.768  -0.0552
H -2.556 1.795 -5.059  0.1120
C -0.969 -2.793 1.770  -0.1446
H 0.283 4.963 -4.559  0.1136
C 2.054 -0.439 1.969  -0.1277
C 0.271 -4.327 0.295  -0.0572
H 0.258 -5.046 1.114  0.0961
H 3.004 -2.821 4.177  0.1109
C -1.090 1.498 -3.526  -0.0912
N 0.289 2.124 1.486  -0.0480
C 0.526 3.288 -3.244  -0.0616
H 3.847 -0.745 3.106  0.1115
C 2.861 -1.123 2.871  -0.0708
C 1.598 -0.135 -2.539  -0.2002
C -1.668 1.545 2.814  -0.2474
O 1.892 2.026 -1.033  -0.4885
H 0.824 -0.727 -3.025  0.0611
H -0.985 0.958 3.432  0.1204
H 2.174 -0.746 -1.844  0.0626
H -1.796 -2.083 1.721  0.0968
C -1.694 2.207 -4.551  -0.0656
C -1.106 -2.538 -0.624  -0.0828
C -0.095 3.992 -4.270  -0.0560
H 0.730 2.781 0.849  0.0858
H 2.429 0.463 1.497  0.0887
H 1.255 -3.838 0.290  0.0945
H 0.998 1.833 2.154  0.0843
C 1.142 -2.776 3.117  -0.0444
C 0.791 -0.933 1.649  -0.2392
C 0.022 2.046 -2.899  -0.3909
H -2.176 -2.385 -0.783  0.1048
H -0.623 3.412 2.925  0.1270
C 0.321 -2.113 2.204  -0.2390
H -1.227 -3.564 2.496  0.1270
H -1.516 3.172 1.426  0.1243
H 1.389 3.681 -2.723  0.1108
Pt -0.242 0.233 0.360  0.8485

Kohn-Sham gap (spin up / spin down) = 0.241 / 0.241 Eh
ΔE to the lowest compared entry with this formula, charge and spin = 71.6 kJ/mol
energy = -39711.9966 eV
total charge = +1

***

Which of these has the highest energy?
C18H28N2O2

***

The lowest ΔE to the lowest compared entry with this formula, charge and spin belongs to which entry?
C18H28N3OPtS

***

Which of these has the lowest energy?
C18H28HgN4O5Ta